Formula: C6H6N2
Source: the Open Molecules 2025 dataset
Level of theory: wB97M-V/def2-TZVPD

LUMO level	-0.27	eV
net charge	0
DFT total energy	-341.4364	Ha
strongest force on any atom	14.6	eV/A
frontier orbital gap	10.16	eV

Each line ends with the Löwdin charge.
Positions of all 14 atoms, in Å:
C: -1.611 0.027 -1.544  0.088
C: -0.800 0.534 -0.581  -0.368
C: -0.752 1.838 0.011  -0.142
C: 0.344 -0.458 0.050  -0.333
C: 1.639 -0.009 -0.235  -0.149
N: 2.625 0.594 -0.874  0.144
C: -0.126 -1.084 1.401  -0.040
N: -0.678 -2.093 2.198  0.085
H: -1.759 -0.864 -2.192  0.100
H: -2.281 0.662 -1.862  0.002
H: 0.103 2.486 -0.656  0.142
H: -0.183 2.017 1.187  0.155
H: -1.851 2.480 0.269  0.154
H: 0.187 -1.376 -0.617  0.162

Formula: C37H36F5N8O2PRbS2
Source: the Open Molecules 2025 dataset
Level of theory: wB97M-V/def2-TZVPD

<S²>	0.804
multiplicity	2
LUMO level (alpha / beta)	3.67 / 3.67	eV
net charge	-2
DFT total energy	-3681.4506	Ha
strongest force on any atom	0.1	eV/A
frontier orbital gap (alpha / beta)	3.52 / 5.83	eV

Each line ends with the Löwdin charge.
Positions of all 92 atoms, in Å:
Rb: -1.310 0.107 -0.281  0.708
C: -2.556 -0.386 2.951  -0.036
C: -1.207 -0.915 3.322  -0.303
C: -0.778 -0.940 4.650  -0.027
C: 0.498 -1.381 4.939  -0.067
C: 1.320 -1.786 3.901  -0.026
C: 0.818 -1.736 2.605  -0.212
N: -0.416 -1.319 2.326  0.138
C: 1.707 -2.087 1.458  -0.205
C: 2.684 -3.071 1.581  -0.016
C: 3.569 -3.263 0.534  -0.051
C: 3.462 -2.468 -0.590  -0.010
C: 2.432 -1.534 -0.644  -0.226
N: 1.563 -1.365 0.350  0.169
C: 2.284 -0.626 -1.817  -0.233
C: 3.399 -0.004 -2.358  -0.014
C: 3.202 0.866 -3.419  -0.047
C: 1.923 1.057 -3.905  -0.025
C: 0.855 0.394 -3.297  -0.314
C: -0.562 0.598 -3.747  -0.041
N: 1.042 -0.424 -2.263  0.138
H: -3.203 -0.296 3.823  0.081
H: -3.040 -1.026 2.213  0.083
H: -2.448 0.608 2.502  0.049
H: -1.443 -0.597 5.432  0.106
H: 0.860 -1.390 5.960  0.101
H: 2.342 -2.088 4.082  0.105
H: 2.746 -3.670 2.479  0.106
H: 4.343 -4.018 0.601  0.105
H: 4.151 -2.563 -1.418  0.118
H: 4.376 -0.135 -1.914  0.096
H: 4.044 1.401 -3.841  0.108
H: 1.732 1.729 -4.732  0.106
H: -0.608 0.899 -4.794  0.079
H: -1.032 1.393 -3.160  0.082
H: -1.155 -0.307 -3.612  0.029
N: 2.846 2.736 1.171  0.099
C: 1.869 1.877 0.810  -0.185
N: 0.600 2.040 0.947  0.059
C: 0.150 3.234 1.531  -0.317
N: -1.116 3.516 1.676  0.021
N: -1.990 2.601 1.212  -0.110
C: -3.258 2.959 1.395  -0.182
C: -4.352 2.176 0.957  -0.320
C: -5.684 2.616 1.204  -0.080
C: -6.747 1.864 0.784  -0.134
C: -6.512 0.656 0.104  -0.112
C: -5.190 0.292 -0.107  -0.178
N: -4.135 0.996 0.292  0.019
C: 1.146 4.208 1.994  -0.094
C: 0.809 5.408 2.624  -0.045
C: 1.788 6.299 3.035  -0.123
C: 3.131 6.007 2.823  -0.122
C: 3.493 4.822 2.201  -0.029
C: 2.508 3.928 1.791  -0.188
H: 3.844 2.439 0.990  0.078
H: 2.232 0.957 0.368  0.100
H: -3.471 3.904 1.897  0.091
H: -5.836 3.553 1.729  0.089
H: -7.761 2.202 0.974  0.083
H: -7.316 0.030 -0.256  0.079
H: -4.970 -0.630 -0.641  0.060
H: -0.242 5.616 2.775  0.097
H: 1.504 7.226 3.521  0.084
H: 3.899 6.703 3.141  0.086
H: 4.533 4.574 2.024  0.105
C: -4.464 -4.716 -5.078  -0.109
C: -3.482 -5.147 -4.005  -0.349
O: -2.651 -4.082 -3.567  -0.367
P: -3.226 -2.889 -2.598  -0.242
S: -3.895 -1.379 -3.651  0.184
S: -4.358 -3.699 -1.199  0.177
O: -1.794 -2.410 -1.996  -0.449
C: -0.996 -3.301 -1.209  -0.317
C: 0.131 -3.894 -2.030  -0.067
H: -5.017 -5.587 -5.443  0.065
H: -3.940 -4.250 -5.914  0.072
H: -5.171 -3.990 -4.678  0.047
H: -2.798 -5.907 -4.393  0.107
H: -4.014 -5.563 -3.144  0.060
H: -1.635 -4.073 -0.773  0.076
H: -0.586 -2.703 -0.392  0.067
H: -0.263 -4.539 -2.814  0.064
H: 0.793 -4.475 -1.382  0.073
H: 0.712 -3.095 -2.493  0.062
F: 5.691 1.977 -1.050  -0.070
C: 5.470 1.640 0.310  -0.261
F: 5.319 0.223 0.252  -0.078
C: 6.851 1.796 0.921  -0.613
F: 7.223 3.096 0.939  0.095
F: 7.868 1.132 0.302  0.087
F: 6.863 1.369 2.203  0.100

Formula: C5H10S2
Source: the Open Molecules 2025 dataset
Level of theory: wB97M-V/def2-TZVPD

LUMO level	0.74	eV
net charge	0
DFT total energy	-992.8029	Ha
strongest force on any atom	4.0	eV/A
frontier orbital gap	8.92	eV

Each line ends with the Löwdin charge.
Positions of all 17 atoms, in Å:
C: -0.657 -1.613 -1.225  -0.056
C: -0.397 -0.180 -0.642  -0.333
C: -0.458 0.331 0.747  -0.285
C: -0.963 1.678 1.163  -0.075
C: 0.972 0.184 -0.078  -1.005
S: 2.055 -1.073 0.716  0.724
S: 1.872 1.625 -0.666  0.714
H: -1.187 -1.605 -2.119  0.042
H: -1.317 -2.296 -0.605  0.101
H: 0.242 -2.111 -1.348  0.028
H: -0.630 0.362 -1.523  0.116
H: -0.415 -0.455 1.508  0.116
H: -0.724 2.476 0.520  0.050
H: -0.667 1.748 2.201  0.085
H: -2.031 1.752 1.105  0.069
H: 1.179 -2.044 0.537  -0.156
H: 3.126 1.221 -0.291  -0.136

Formula: C4H5N3O4
Source: the Open Molecules 2025 dataset
Level of theory: wB97M-V/def2-TZVPD

LUMO level	-0.65	eV
net charge	0
DFT total energy	-620.5233	Ha
strongest force on any atom	5.3	eV/A
frontier orbital gap	9.38	eV

Each line ends with the Löwdin charge.
Positions of all 16 atoms, in Å:
C: 1.845 -0.122 0.499  -0.514
C: 0.187 -0.467 -1.266  -0.402
C: 0.659 0.263 1.304  0.097
C: -0.843 -0.041 -0.110  -0.207
N: 1.471 -0.436 -0.820  0.170
N: -1.723 -1.066 0.150  0.159
N: -1.158 1.365 -0.158  -0.396
O: -0.454 2.074 -0.828  0.113
O: 2.998 -0.179 0.746  0.124
O: -0.168 -0.855 -2.347  0.117
O: -2.111 1.705 0.521  0.090
H: 0.521 -0.314 2.220  0.096
H: 0.814 1.355 1.673  0.140
H: 2.276 -0.767 -1.442  0.210
H: -1.659 -1.640 -0.653  0.085
H: -2.654 -0.876 0.509  0.119

Formula: C50H55N7O3P2SeSm
Source: the Open Molecules 2025 dataset
Level of theory: wB97M-V/def2-TZVPD

<S²>	8.762
multiplicity	6
LUMO level (alpha / beta)	1.08 / 1.09	eV
net charge	-1
DFT total energy	-6289.3388	Ha
strongest force on any atom	3.8	eV/A
frontier orbital gap (alpha / beta)	4.96 / 4.98	eV

Each line ends with the Löwdin charge.
Positions of all 119 atoms, in Å:
Sm: -3.041 15.177 12.732  1.644
O: -8.199 14.608 14.217  -0.115
C: -8.507 15.224 13.123  -0.363
C: -9.840 15.484 12.755  -0.057
C: -10.158 16.087 11.577  -0.118
C: -9.157 16.483 10.648  -0.137
C: -7.836 16.308 10.943  -0.059
C: -7.478 15.703 12.166  -0.080
C: -6.110 15.670 12.626  -0.406
O: -5.096 15.811 11.876  -0.177
N: -5.951 15.561 13.985  0.059
N: -4.619 15.431 14.416  -0.169
C: -4.447 15.679 15.709  -0.147
C: -3.505 15.182 16.521  -0.226
C: -3.827 15.308 17.895  -0.049
C: -3.301 14.442 18.856  -0.128
C: -2.503 13.385 18.418  -0.133
C: -1.888 13.479 17.195  -0.105
C: -2.249 14.473 16.139  -0.210
O: -1.464 15.768 14.120  -0.464
H: -6.753 15.058 14.445  0.085
H: -10.668 15.261 13.498  0.125
H: -11.184 16.368 11.340  0.092
H: -9.366 16.922 9.647  0.095
H: -7.053 16.579 10.237  0.114
H: -5.126 16.444 16.191  0.140
H: -4.643 15.982 18.193  0.108
H: -3.542 14.407 19.867  0.061
H: -2.316 12.550 19.124  0.106
H: -1.162 12.695 16.850  0.109
C: -1.622 22.641 16.290  -0.139
C: -1.519 22.279 14.814  -0.523
C: -2.481 23.165 13.917  -0.107
P: -1.608 20.432 14.610  1.129
C: -3.279 19.828 15.272  -0.539
C: -3.126 19.483 16.753  -0.152
C: -4.519 20.723 15.118  -0.127
C: -1.704 20.039 12.797  -0.269
C: -2.544 20.678 11.911  -0.109
C: -2.321 20.597 10.543  -0.108
C: -1.438 19.719 10.019  -0.095
C: -0.634 18.952 10.868  -0.019
C: -0.803 19.050 12.260  -0.254
N: -0.100 18.200 13.124  0.081
C: 0.821 18.617 14.035  -0.308
C: 1.206 19.953 14.085  -0.124
C: 1.870 20.479 15.201  -0.120
C: 2.061 19.674 16.335  -0.111
C: 1.840 18.274 16.222  -0.119
C: 1.442 17.727 14.985  -0.315
P: 1.781 15.942 14.900  1.105
C: 1.708 15.534 13.095  -0.576
C: 2.828 16.312 12.352  -0.128
C: 1.822 14.042 12.679  -0.124
C: 0.311 14.844 15.647  -0.410
C: -1.103 15.445 15.545  -0.295
C: 0.886 14.572 17.039  -0.155
H: -1.137 23.566 16.593  0.071
H: -1.286 21.856 16.962  0.054
H: -2.684 22.809 16.551  0.073
H: -0.518 22.411 14.511  0.059
H: -3.542 22.810 13.845  0.043
H: -2.067 23.202 12.860  0.079
H: -2.496 24.162 14.398  0.066
H: -3.510 18.944 14.656  0.097
H: -2.860 20.410 17.293  0.050
H: -2.250 18.844 16.994  0.065
H: -4.073 18.929 17.124  0.102
H: -4.618 21.418 16.019  0.090
H: -5.359 20.091 15.225  0.048
H: -4.619 21.367 14.182  0.059
H: -3.563 21.064 12.266  0.124
H: -2.877 21.257 9.885  0.102
H: -1.295 19.476 8.990  0.099
H: 0.067 18.223 10.387  0.126
H: 0.999 20.634 13.212  0.129
H: 2.417 21.394 15.196  0.086
H: 2.377 20.050 17.302  0.083
H: 2.076 17.629 17.077  0.085
H: 0.683 15.793 12.804  0.036
H: 3.777 16.086 12.807  0.056
H: 2.665 17.383 12.266  0.056
H: 2.924 15.953 11.299  0.075
H: 2.505 13.479 13.363  0.076
H: 2.169 13.843 11.670  0.059
H: 0.823 13.576 12.747  0.052
H: 0.328 13.960 15.013  0.091
H: -0.450 17.235 13.063  0.083
H: -1.112 16.419 16.041  0.130
H: -2.396 13.856 15.185  0.114
H: 0.245 13.872 17.552  0.026
H: 0.999 15.551 17.626  0.095
H: 1.825 14.024 16.832  0.062
Se: -2.919 15.367 8.627  0.568
C: -2.026 15.628 10.093  -1.074
N: -1.304 15.627 11.066  -0.089
C: -1.681 11.071 12.281  -0.070
C: -2.240 12.305 12.076  -0.116
N: -3.268 12.804 12.875  -0.077
C: -3.850 11.983 13.775  -0.062
C: -3.228 10.794 14.160  -0.164
C: -2.123 10.342 13.360  -0.004
C: -3.580 10.039 15.421  -0.009
C: -4.753 9.330 15.630  -0.035
C: -5.989 9.500 14.878  -0.246
C: -6.767 8.399 14.465  0.008
C: -7.934 8.734 13.720  -0.138
N: -8.386 9.959 13.551  0.085
C: -7.537 10.949 13.914  -0.179
N: -6.511 10.785 14.690  0.129
H: -0.861 10.680 11.635  0.130
H: -1.955 12.922 11.229  0.094
H: -4.801 12.266 14.233  0.117
H: -1.737 9.302 13.337  0.129
H: -2.753 10.036 16.165  0.119
H: -4.790 8.691 16.518  0.110
H: -6.507 7.395 14.703  0.093
H: -8.468 7.975 13.182  0.096
H: -7.891 11.952 13.872  0.099